Computed, not measured: C35H22BrF4N7PRu as an isolated structure, with ωB97M-V with the def2-TZVPD basis set.

Structure (XYZ):
```
71
Properties=species:S:1:pos:R:3:forces:R:3
Ru 0.250239 0.138669 1.095511 0.2262 0.3318 -0.1289
F 4.685428 -5.251277 -0.407809 0.0019 -0.0094 -0.0036
C 4.203554 -4.035155 -0.334643 -0.0255 0.0466 0.0152
C 4.938326 -2.958856 -0.813197 -0.0347 0.0104 0.0195
F 6.128236 -3.151948 -1.335195 0.0056 -0.0101 -0.0033
C 4.414242 -1.676162 -0.722960 -0.0240 -0.0030 -0.0129
F 5.160651 -0.664570 -1.154335 0.0224 -0.0175 -0.0033
C 3.158333 -1.430631 -0.183484 -0.0620 -0.0183 -0.0072
P 2.528604 0.258792 0.056175 -0.0551 0.0290 0.2458
C 2.885606 1.168312 -1.451896 -0.0497 -0.0124 -0.0131
C 3.439061 2.446084 -1.439093 -0.0100 -0.0167 0.0301
C 3.668356 3.106723 -2.637047 -0.0081 0.0029 -0.0407
C 3.342913 2.499270 -3.841902 0.0006 0.0096 0.0239
C 2.776855 1.230279 -3.854411 0.0016 0.0162 -0.0110
C 2.541580 0.565749 -2.663232 0.0051 0.0019 0.0235
C 3.521801 0.836751 1.460059 0.0319 -0.0202 -0.1086
C 2.898802 0.749787 2.713715 -0.0303 -0.0582 0.1104
C 3.583673 1.106471 3.867217 0.0221 -0.0017 0.0039
C 4.895777 1.551644 3.773677 -0.0051 -0.0035 -0.0061
C 5.520754 1.636965 2.534764 -0.0026 -0.0034 0.0159
C 4.841686 1.279442 1.379237 0.0078 -0.0233 -0.0125
C 2.455753 -2.529235 0.290429 -0.0357 0.0363 -0.0971
Br 0.737491 -2.325934 1.094960 0.1851 0.0136 0.2500
C 2.950093 -3.814528 0.228405 -0.0020 0.0210 -0.0277
F 2.243765 -4.835325 0.688033 0.0119 -0.0116 -0.0049
H 3.717186 2.920348 -0.507052 -0.0013 -0.0060 0.0074
H 4.119368 4.089828 -2.629887 0.0033 0.0016 -0.0033
H 3.539115 3.010897 -4.774372 0.0060 0.0015 -0.0013
H 2.531321 0.754243 -4.793969 0.0002 0.0009 -0.0029
H 2.109701 -0.428926 -2.681645 0.0096 -0.0040 0.0070
H 1.861305 0.399189 2.835861 0.2017 -0.0299 -0.1004
H 3.100035 1.029819 4.831612 0.0008 0.0029 0.0036
H 5.435329 1.826780 4.669852 0.0032 -0.0002 0.0015
H 6.546642 1.973782 2.469988 0.0008 0.0047 -0.0002
H 5.343346 1.331219 0.421854 -0.0026 0.0078 -0.0028
N 1.666857 3.378954 1.508117 -0.1121 -0.0055 0.0381
C 0.420746 3.445263 1.094172 0.1329 -0.0467 0.0479
N -0.028750 4.688118 0.843101 -0.0606 0.1308 -0.0373
C -1.275315 4.886516 0.496907 0.1153 -0.0179 0.0080
N -1.743112 6.099019 0.251301 -0.0451 0.0203 -0.0075
N -2.059615 3.779801 0.402488 -0.1394 -0.1495 0.0165
C -1.571004 2.506280 0.628349 0.2310 0.0147 -0.0176
N -0.302594 2.274759 0.955374 -0.1563 -0.1036 -0.0232
C -3.415544 0.617189 0.287788 -0.0071 -0.0446 -0.0057
C -4.744308 0.399587 -0.099204 -0.0194 -0.0776 0.0084
C -5.240082 -0.878540 -0.197561 -0.0271 0.0933 0.0019
C -4.427057 -1.988434 0.082523 0.0922 -0.0238 0.0177
C -3.144933 -1.770603 0.475655 -0.0667 -0.0439 0.0170
N -2.668354 -0.492401 0.584717 -0.2522 0.1949 -0.2202
H 2.163249 4.249619 1.627028 -0.0015 0.0111 0.0005
H 2.087230 2.528719 1.860017 0.0282 -0.0080 -0.0377
H -1.109644 6.880644 0.342090 0.0044 -0.0041 0.0055
H -2.692625 6.283138 -0.022248 0.0021 0.0050 0.0001
H -5.374794 1.248211 -0.321817 0.0001 0.0030 -0.0091
H -6.269094 -1.034349 -0.493765 -0.0009 0.0075 -0.0129
H -4.802778 -2.997114 -0.002686 0.0127 -0.0066 0.0185
H -2.444784 -2.553191 0.729743 -0.0011 -0.0022 0.0020
N -8.360833 5.176051 -0.993548 -0.0190 -0.0003 -0.0021
C -7.308538 4.777756 -0.746283 -0.0188 0.0171 -0.0063
C -6.012573 4.286513 -0.447217 0.0526 -0.0032 0.0373
C -5.644826 4.123259 0.915329 -0.0572 -0.0504 0.0038
C -4.394513 3.687563 1.202002 0.0198 -0.0117 0.0071
C -3.440083 3.311655 0.135904 0.0895 0.1867 -0.0170
C -3.890161 3.536969 -1.255708 -0.0097 0.0125 -0.0092
C -5.136164 3.985790 -1.530531 0.0026 -0.0694 -0.0300
C -2.808746 1.889678 0.384087 -0.0668 -0.0932 -0.0014
C -1.384093 -0.219429 1.022797 -0.1704 -0.3269 0.0415
H -6.358901 4.368376 1.690306 0.0064 -0.0021 0.0093
H -4.059295 3.563003 2.225947 0.0146 0.0566 0.0091
H -3.186495 3.297527 -2.045522 0.0153 0.0538 -0.0108
H -5.483579 4.131902 -2.544702 0.0124 -0.0048 -0.0079
```
Positions in Å, forces in eV/Å.

Calculated values
Multiplicity: 1
Total charge: +3
HOMO-LUMO gap (eV): 4.10

---

Computed, not measured: a 3-piece molecular cluster, C35H23NO6 overall, with ωB97M-V with the def2-TZVPD basis set.

Structure (XYZ):
```
65
Properties=species:S:1:pos:R:3:forces:R:3
O 8.925726 1.649127 4.393768 -0.8950 -1.4409 -4.8868
C 8.710158 1.405621 3.180152 0.4639 0.5881 4.2928
O 7.980686 0.268081 2.745738 1.2778 3.0328 -0.5053
C 7.302437 0.627294 1.506451 -1.6682 -0.2259 -0.5055
C 5.897706 1.290952 1.872063 -3.5086 1.1211 0.6443
C 5.656240 2.821360 2.083534 -2.6273 -3.3906 0.1305
C 4.209326 3.265675 2.396835 1.4077 -1.3770 -0.4923
N 3.047147 2.447749 2.508926 4.5509 -1.8095 -0.8335
C 3.300352 1.053936 2.348209 1.9526 -0.0796 -0.5024
C 4.647193 0.363440 2.035188 0.2911 4.4656 0.3427
H 9.114011 2.167826 2.414064 -0.8254 -1.4934 0.5046
H 7.072728 -0.356307 0.959953 0.5334 1.5321 0.7958
H 7.934561 1.315120 0.837698 -0.8957 -1.0249 1.0526
H 6.523707 3.554349 2.010153 -1.4904 -1.0150 0.1178
H 4.050044 4.398487 2.537200 0.1239 -2.0631 -0.2203
H 2.386518 0.355877 2.432137 1.5108 1.3812 -0.1293
H 4.742811 -0.765302 1.930070 -0.2672 1.7779 0.1454
C -3.158086 -4.512063 -1.019273 0.0778 0.0516 0.2149
C -2.400244 -3.426912 -1.454124 0.0644 0.0144 0.1556
C -1.660082 -2.684475 -0.541287 -0.0924 -0.0656 -0.2384
C -1.685050 -3.017364 0.812471 -0.1614 -0.1048 -0.2860
C -2.462725 -4.088712 1.252048 -0.0684 -0.0263 -0.3481
C -3.190848 -4.843425 0.331197 -0.0360 0.0228 -0.2294
C -2.536085 -4.421310 2.693056 -0.5536 -0.7560 0.2454
O -3.212175 -5.359428 3.078278 0.1888 0.2537 -0.0790
C -1.782034 -3.590684 3.659659 0.1395 0.1711 0.3485
C -1.886395 -3.855450 5.025916 0.0996 0.0963 0.2190
C -1.171554 -3.088785 5.940267 -0.0593 -0.0625 -0.2221
C -0.343254 -2.061566 5.493541 -0.0358 -0.0245 -0.1893
C -0.240809 -1.790975 4.133721 0.0012 -0.0181 0.2414
C -0.967780 -2.549150 3.214419 0.0760 0.0211 0.3660
C -0.879585 -2.230369 1.771653 0.5171 0.6802 -0.3313
O -0.158385 -1.327800 1.377503 -0.1417 -0.1563 0.1316
H -3.728584 -5.096930 -1.733601 0.0555 0.0590 0.0870
H -2.385066 -3.161006 -2.506041 -0.0075 0.0087 0.1279
H -1.067512 -1.843321 -0.887058 -0.0241 -0.1047 0.1808
H -3.787325 -5.686467 0.664835 0.1193 0.1586 0.1207
H -2.527436 -4.656220 5.380864 0.0601 0.0656 -0.2223
H -1.258336 -3.293205 7.002588 0.0052 0.0102 -0.1199
H 0.219761 -1.468346 6.206986 -0.0569 -0.0562 -0.0878
H 0.402371 -0.986234 3.792338 -0.1527 -0.1299 -0.0982
C -5.072066 1.293628 -6.386536 0.1211 0.0080 0.1617
C -4.532258 2.440231 -6.965197 0.1500 0.0174 0.1614
C -3.485619 3.109147 -6.340253 -0.1841 -0.0621 -0.1761
C -2.982840 2.639407 -5.126615 -0.3006 -0.1119 -0.2283
C -3.539676 1.505274 -4.535208 -0.1966 0.0368 -0.3273
C -4.578433 0.826166 -5.173750 -0.1264 0.0398 -0.2050
C -3.048551 1.024750 -3.223321 -0.3326 -0.7280 0.4227
O -3.532035 0.031378 -2.707164 0.1205 0.1787 -0.1465
C -1.967803 1.773800 -2.544239 0.2429 0.1169 0.2752
C -1.533952 1.366797 -1.281510 0.1776 0.0691 0.1570
C -0.509575 2.056278 -0.641187 -0.1117 -0.0575 -0.1116
C 0.091369 3.148582 -1.262907 -0.1338 -0.0103 -0.1917
C -0.341624 3.560943 -2.518542 0.1047 -0.0278 0.2189
C -1.379030 2.879841 -3.157579 0.1968 -0.0149 0.2933
C -1.856357 3.348209 -4.477825 0.4513 0.7925 -0.3949
O -1.334226 4.306788 -5.021347 -0.1600 -0.2668 0.1337
H -5.882884 0.766882 -6.879491 0.0855 0.0493 0.0626
H -4.926608 2.811580 -7.905590 0.0547 -0.0361 0.0965
H -3.065700 3.998945 -6.798483 0.0667 -0.1219 0.1909
H -5.006711 -0.064462 -4.725166 0.1549 0.1500 0.0815
H -1.994825 0.514685 -0.791507 -0.0251 0.0947 -0.1858
H -0.177524 1.740706 0.342863 -0.0344 -0.0059 -0.1136
H 0.895512 3.681734 -0.765841 -0.0862 -0.0640 -0.0451
H 0.127282 4.415623 -2.995700 -0.1837 -0.1330 -0.0677
```
Positions in Å, forces in eV/Å.

Calculated values
Multiplicity: 1
SMILES: O=C1c2ccccc2C(=O)c2ccccc21.O=C1c2ccccc2C(=O)c2ccccc21.O=COCc1ccncc1
Total charge: 0
HOMO-LUMO gap (eV): 8.41

---

Computed, not measured: C35H24AsF15IN2O2PPt as an isolated structure, with ωB97M-V with the def2-TZVPD basis set.

Structure (XYZ):
```
82
Properties=species:S:1:pos:R:3:forces:R:3
Pt -1.034605 0.717875 -0.259193 0.3690 -1.0934 -1.5414
C 0.239136 1.382757 -4.462030 0.1499 -0.0998 -0.1082
C -0.957840 0.511317 -4.300022 -0.0588 -0.5036 1.5054
N -1.800812 0.337936 -5.277862 0.0278 0.3401 -0.9732
C -2.957003 -0.305835 -5.129312 0.1711 -0.2155 0.6709
C -3.347443 -0.835921 -3.913325 -0.3193 -0.2049 -0.4047
C -4.726253 -1.443723 -3.763376 0.2318 0.0635 0.0040
O -5.389506 -1.006369 -2.587348 -0.0487 -0.0212 0.0994
C -2.442333 -0.775646 -2.844253 0.9619 0.4394 0.0896
C -2.781901 -1.381074 -1.581409 -0.2393 -0.1039 0.0997
N -2.212508 -1.151867 -0.449073 0.2005 0.7709 0.2196
C -2.634777 -1.805937 0.723704 -0.2099 -0.4075 0.3609
C -2.974822 -3.160864 0.712168 0.0991 0.1501 -0.1513
C -3.458804 -3.789220 1.845785 0.0585 -0.0470 0.0801
C -3.558692 -3.097352 3.042069 -0.0140 0.0022 -0.0066
C -3.205271 -1.758141 3.086035 -0.0109 0.1992 0.0292
C -2.758548 -1.130435 1.937786 -0.0627 0.2926 -0.0565
I -2.472248 0.974350 2.033425 0.5213 -0.4667 -0.6224
C -1.196734 -0.107729 -3.011432 -1.6587 0.1288 -1.6993
O -0.280430 -0.042293 -2.096932 0.8050 0.8256 2.3735
H 0.395052 1.605084 -5.513933 0.0296 -0.0271 -0.0017
H 1.120197 0.907998 -4.029511 0.0565 0.0488 -0.0940
H 0.077161 2.318143 -3.923167 -0.0331 0.0150 0.0233
H -3.583432 -0.397204 -6.008677 -0.0759 0.1391 0.0444
H -4.651647 -2.531224 -3.678775 -0.0795 0.0201 0.0081
H -5.308249 -1.221015 -4.660233 -0.0087 -0.0574 0.0164
H -5.556141 -0.057796 -2.640387 0.0204 -0.0013 -0.0749
H -3.633503 -2.058367 -1.582780 0.1240 -0.1125 0.0367
H -2.855943 -3.720269 -0.207574 0.0104 -0.0028 0.0088
H -3.752177 -4.827378 1.793328 0.0486 -0.0604 0.0043
H -3.917416 -3.583358 3.938934 -0.0017 -0.0217 -0.0272
H -3.301971 -1.192329 4.003565 -0.0030 -0.0673 0.0270
F 6.978981 0.548248 -2.542298 -0.0283 0.0654 0.0146
C 6.259130 1.634222 -2.237068 0.0931 0.0803 -0.0522
F 7.022542 2.431485 -1.469626 -0.0490 -0.0629 -0.0707
F 6.005977 2.296930 -3.377200 0.0465 -0.0517 0.0843
C 4.975908 1.283257 -1.528007 -0.0330 -0.0650 0.0492
C 4.040157 2.290483 -1.319611 -0.0014 -0.0503 0.0028
C 2.859085 1.990263 -0.671745 -0.0282 0.0210 -0.0317
C 2.620694 0.689300 -0.219941 -0.4469 0.2290 -0.3984
C 3.564311 -0.310295 -0.423519 -0.0475 -0.0408 0.0971
C 4.748083 -0.006895 -1.078399 0.0645 0.0541 -0.0273
P 1.084430 0.449892 0.703366 -0.5023 -0.5073 0.2906
C 1.075409 -1.279854 1.228537 -0.1459 0.0415 -0.0599
C 0.889064 -1.688248 2.543669 0.0670 0.1126 0.0064
C 0.895716 -3.042348 2.851282 0.0796 -0.0805 0.0036
C 1.080195 -3.975036 1.844171 -0.0484 0.0213 0.0187
C 1.206393 -3.577619 0.517012 0.0013 -0.0287 0.0619
C 1.189839 -2.233143 0.209865 -0.0065 0.1123 -0.0894
C 1.166260 -5.448069 2.153810 -0.1712 -0.2526 -0.0340
F 0.131846 -6.124041 1.607836 0.0800 0.1857 0.0857
F 2.284548 -5.978840 1.639571 0.0206 0.0482 0.0542
F 1.156565 -5.692008 3.469099 0.0058 0.0372 -0.0789
C 1.313233 1.558692 2.114553 -0.3480 0.0325 -0.1539
C 0.602001 2.757398 2.143226 0.0213 -0.0286 -0.0188
C 0.817679 3.666335 3.165115 0.0592 -0.0274 0.0117
C 1.740867 3.361463 4.155427 -0.0094 -0.0559 0.0279
C 2.463725 2.176800 4.124619 -0.0058 0.0410 0.0310
C 2.261249 1.275560 3.093916 0.0157 -0.0469 -0.0840
C 1.907459 4.307989 5.318011 -0.0208 0.0396 0.1335
F 3.062693 4.108312 5.965582 -0.0835 0.0272 -0.0596
F 1.868543 5.585914 4.921878 -0.0036 -0.0543 0.0163
F 0.909252 4.127598 6.205211 0.0950 0.0451 -0.0696
H 4.240380 3.296613 -1.662681 -0.0317 -0.0026 -0.0273
H 2.123146 2.769138 -0.507753 0.0046 0.0208 -0.0358
H 3.396584 -1.315031 -0.060960 0.0880 0.0673 -0.0362
H 5.492373 -0.774977 -1.234773 -0.0079 0.0057 -0.0135
H 0.773600 -0.960600 3.337157 -0.0352 -0.0126 -0.0090
H 0.799481 -3.368173 3.877664 -0.0426 0.0087 -0.0087
H 1.343928 -4.318951 -0.259561 -0.0309 0.0160 -0.0117
H 1.297936 -1.905432 -0.818492 -0.0933 -0.0827 -0.0060
H -0.112715 2.983040 1.357757 0.0143 0.0951 0.0374
H 0.275706 4.601995 3.194887 -0.0030 -0.0008 -0.0174
H 3.182748 1.967393 4.904261 0.0154 -0.0182 -0.0248
H 2.840570 0.361266 3.050621 0.0204 0.0221 0.0276
F -3.090490 1.505021 -1.241126 0.3442 0.0515 0.2904
As -2.758658 3.249628 -1.663956 0.6954 -0.6543 -0.5930
F -1.003655 2.746097 -1.604261 -0.3514 0.1527 0.1410
F -2.591045 3.505936 0.045193 -0.1203 0.1695 0.0575
F -2.269760 4.820048 -2.063418 -0.1367 0.1341 0.1415
F -4.428521 3.542999 -1.645610 -0.0199 0.1184 0.1068
F -2.773969 2.736134 -3.309468 -0.0407 0.1470 0.2800
```
Positions in Å, forces in eV/Å.

Calculated values
Multiplicity: 2
ΔE to the lowest compared entry with this formula, charge and spin (eV): 1.013
Total charge: +1
HOMO-LUMO gap (spin up / spin down) (eV): 5.38 / 5.61

---

Results for F_max: 0.42, 5.17, 2.64 (in eV/Å, following the order of the records).